#one
The following is a DFT calculation (wB97M-V/def2-TZVPD) of 2 unconnected molecules or ions with the total composition C7H12Si.

As for the structure (SMILES): C=C=[Si](C)CC.C#C. The calculation puts the lowest unoccupied orbital energy (alpha / beta) at 0.089 / 0.089 eV.

Geometry as ORCA input:
```
! wB97M-V def2-TZVPD RIJCOSX def2/J DEFGRID3
* xyz 0 1
C -0.1416 -2.9006 1.5438
C 0.4358 -1.9925 0.7988
Si -0.0922 -0.2939 0.4589
C 0.1642 1.5031 1.2861
C -0.8311 -0.2306 -1.3098
C -2.4123 -0.2622 -1.2198
H -0.9834 -2.4389 2.2830
H 0.0831 -3.8457 1.7484
H 0.8340 1.6113 2.0973
H 0.5390 2.1439 0.4717
H -0.8008 1.7725 1.5078
H -0.3898 0.5321 -1.8550
H -0.6433 -1.0760 -1.8834
H -2.9095 0.2453 -2.0990
H -2.8194 -1.2956 -1.2732
H -2.8229 0.1859 -0.2703
C 3.3035 2.1495 -0.8016
C 3.1688 1.0183 -0.3777
H 3.1772 3.0972 -1.1317
H 3.1407 0.0769 0.0258
*
```

Here are the Löwdin charges for atoms 1 to 2, given in e:
1. C -0.19
2. C -0.27

***

#two
The following is a DFT calculation (wB97M-V/def2-TZVPD) of a single C7H12Si molecule.

The calculation puts the lowest unoccupied orbital energy (alpha / beta) at -1.121 / -0.795 eV.

Geometry as ORCA input:
```
! wB97M-V def2-TZVPD RIJCOSX def2/J DEFGRID3
* xyz 0 1
C 0.9304 0.9908 1.6153
C 0.6802 -0.2855 1.2327
C 1.2884 2.2366 1.0057
C 2.2537 3.0457 0.6558
C -1.7962 -1.9226 0.6744
C 0.6569 -1.8648 -1.4378
C -1.3993 0.5601 -0.9915
Si -0.3976 -0.7717 -0.1243
H 0.9379 1.2182 2.6332
H 3.3470 2.9072 0.9576
H 2.0907 3.9716 0.1213
H -2.6902 -1.2447 0.6379
H -1.9936 -2.7760 -0.0401
H -1.6515 -2.3967 1.6666
H 0.5946 -2.8626 -1.0879
H 0.1014 -1.8120 -2.3056
H 1.7064 -1.7400 -1.6991
H -2.1166 0.4641 -1.8013
H -1.8934 1.1385 -0.2298
H -0.6494 1.1438 -1.4830
*
```

Here are the Löwdin charges for atoms 1 to 2, given in e:
1. C -0.24
2. C -0.02

***

Least stable of them? #one.

***

#one
The following is a DFT calculation (wB97M-V/def2-TZVPD) of a gas-phase ion, C3H8N (charge +1).

As for the structure (SMILES): C=C(C)[NH3+]. The calculation puts the lowest unoccupied orbital energy at -3.829 eV.

Geometry as ORCA input:
```
! wB97M-V def2-TZVPD RIJCOSX def2/J DEFGRID3
* xyz 1 1
C -0.9539 1.2006 0.2680
C -0.1099 0.2361 0.0154
C 1.2581 0.2211 -0.5382
N -0.5898 -1.1749 0.3276
H -1.9725 1.0826 0.6101
H -0.5738 2.2036 0.0875
H 1.9817 0.1262 0.2686
H 1.4883 -0.5614 -1.2684
H 1.4923 1.1964 -0.9429
H -0.0767 -1.5199 1.1428
H -0.3476 -1.7871 -0.4538
H -1.5962 -1.2232 0.4834
*
```

Here are the Löwdin charges for atoms 1 to 2, given in e:
1. C 0.12
2. C -0.34

***

#two
The following is a DFT calculation (wB97M-V/def2-TZVPD) of a gas-phase ion, C3H8N (charge +1).

As for the structure (SMILES): [NH3+]C1CC1. The calculation puts the lowest unoccupied orbital energy at -3.817 eV.

Geometry as ORCA input:
```
! wB97M-V def2-TZVPD RIJCOSX def2/J DEFGRID3
* xyz 1 1
N 1.4243 -0.1178 -0.1299
C 0.1047 0.1794 0.5235
C -1.1575 0.7772 -0.0644
C -0.8816 -0.7216 -0.1514
H 1.9559 0.7427 -0.3628
H 1.1010 -0.4746 -1.0763
H 2.0276 -0.7387 0.4282
H 0.2936 0.1972 1.7455
H -1.0060 1.3164 -1.0424
H -1.7543 1.4747 0.7176
H -1.4911 -1.3611 0.4654
H -0.6166 -1.2737 -1.0528
*
```

Here are the Löwdin charges for atoms 1 to 2, given in e:
1. N 0.19
2. C -0.30

***

Least stable of them? #two.

***

#one
The following is a DFT calculation (wB97M-V/def2-TZVPD) of a gas-phase ion, C3H8N (charge +1).

As for the structure (SMILES): C=C(C)[NH3+]. The calculation puts the lowest unoccupied orbital energy at -3.999 eV.

Geometry as ORCA input:
```
! wB97M-V def2-TZVPD RIJCOSX def2/J DEFGRID3
* xyz 1 1
C 1.1445 -0.4634 0.8027
C 0.0211 -0.1468 0.1918
C -1.0237 0.8501 0.6166
N -0.0076 -0.2986 -1.3089
H 1.9051 -1.0352 0.2840
H 1.4478 -0.0870 1.7696
H -1.1168 0.8948 1.6981
H -1.9828 0.5925 0.1645
H -0.7019 1.8464 0.3092
H -0.7628 -0.9432 -1.5684
H -0.1767 0.5970 -1.7714
H 0.8913 -0.6601 -1.6378
*
```

Here are the Löwdin charges for atoms 1 to 2, given in e:
1. C 0.12
2. C -0.32

***

#two
The following is a DFT calculation (wB97M-V/def2-TZVPD) of 3 unconnected molecules or ions with the total composition C3H8N.

The calculation puts the lowest unoccupied orbital energy at -8.310 eV.

Geometry as ORCA input:
```
! wB97M-V def2-TZVPD RIJCOSX def2/J DEFGRID3
* xyz 1 1
C 1.3740 1.5084 0.3058
C -0.0391 1.8684 0.3828
C -0.8447 1.8021 -0.7859
N -0.3861 1.2858 -1.8657
H 1.4184 0.6687 -0.3947
H 1.8130 1.3832 1.2961
H 1.9708 2.3698 -0.0343
H -0.5375 2.3263 1.2363
H -1.8885 2.0703 -0.8992
H -1.0338 1.4574 -2.6354
H -1.1425 -24.5713 8.7405
H -0.4527 -25.9206 6.5208
*
```

Here are the Löwdin charges for atoms 1 to 2, given in e:
1. C 0.00
2. C 0.14

***

Least stable of them? #two.

***

#one
The following is a DFT calculation (wB97M-V/def2-TZVPD) of 2 unconnected molecules or ions with the total composition C2H7N3O.

As for the structure (SMILES): NC(N)=O.C=N. The calculation puts the lowest unoccupied orbital energy at 0.966 eV.

Geometry as ORCA input:
```
! wB97M-V def2-TZVPD RIJCOSX def2/J DEFGRID3
* xyz 0 1
N 0.9149 0.8548 0.5256
C 1.2695 -0.4740 0.3815
N 2.5607 -0.7757 0.7435
O 0.5047 -1.3262 -0.0315
H -0.0931 0.9711 0.4761
H 1.3667 1.3311 1.2880
H 2.8474 -1.7009 0.4780
H 3.2667 -0.0616 0.7013
C -2.7542 0.4420 -1.1461
N -2.0410 0.3109 -0.1198
H -3.2068 1.4029 -1.3923
H -2.9962 -0.3512 -1.8555
H -1.6394 -0.6233 -0.0490
*
```

Here are the Löwdin charges for atoms 1 to 2, given in e:
1. N 0.14
2. C -0.67

***

#two
The following is a DFT calculation (wB97M-V/def2-TZVPD) of a single C2H7N3O molecule.

As for the structure (SMILES): CN/N=C\NO. The calculation puts the lowest unoccupied orbital energy at 0.916 eV.

Geometry as ORCA input:
```
! wB97M-V def2-TZVPD RIJCOSX def2/J DEFGRID3
* xyz 0 1
C 1.7815 -0.5042 -0.3711
N 0.8700 0.0405 0.6814
N 0.1464 1.1684 0.2375
C -1.1954 1.1114 0.0164
N -2.0271 0.0194 -0.0850
O -1.7089 -1.3486 0.3003
H 2.4952 0.1491 -0.7456
H 1.2179 -0.8096 -1.2497
H 2.4409 -1.3310 0.0764
H 1.2223 0.4162 1.6099
H -1.7277 2.1148 -0.2784
H -2.7064 0.1952 -0.7929
H -0.8086 -1.2216 0.6008
*
```

Here are the Löwdin charges for atoms 1 to 2, given in e:
1. C -0.11
2. N -0.20

***

Least stable of them? #two.

***

#one
The following is a DFT calculation (wB97M-V/def2-TZVPD) of a molecular structure, C2H2O5S.

The calculation puts the lowest unoccupied orbital energy at -2.573 eV.

Geometry as ORCA input:
```
! wB97M-V def2-TZVPD RIJCOSX def2/J DEFGRID3
* xyz 0 1
C 0.7629 -0.5686 1.0258
C -0.2593 0.4963 0.6667
O 1.7315 -0.4634 1.7994
O -1.7874 0.5290 -1.4414
O 0.5865 0.9491 -1.8723
O 0.8879 -1.5502 0.1454
O -0.2605 -1.3308 -1.0446
S -0.4065 0.3001 -1.1158
H -1.2056 0.0932 0.8879
H -0.0496 1.5454 0.9489
*
```

Here are the Löwdin charges for atoms 1 to 2, given in e:
1. C -0.49
2. C -0.07

***

#two
The following is a DFT calculation (wB97M-V/def2-TZVPD) of a molecular structure, C2H2O5S.

The calculation puts the lowest unoccupied orbital energy at 0.680 eV.

Geometry as ORCA input:
```
! wB97M-V def2-TZVPD RIJCOSX def2/J DEFGRID3
* xyz 0 1
C -0.7063 0.6093 0.2626
C -0.3928 -0.7919 -0.2221
O 2.0458 0.9261 0.7223
O -0.0089 1.4408 -0.5575
O -1.0919 -1.7493 -0.7400
O -0.4697 -1.8861 0.5130
O 1.0882 -0.7618 -0.7854
S 1.5640 0.7622 -0.6220
H -1.7368 0.8623 0.1803
H -0.2915 0.5884 1.2488
*
```

Here are the Löwdin charges for atoms 1 to 2, given in e:
1. C -0.18
2. C -0.53

***

Least stable of them? #two.

***

#one
The following is a DFT calculation (wB97M-V/def2-TZVPD) of a molecular structure, CH3ClNO2S.

The calculation puts the lowest unoccupied orbital energy at 3.743 eV.

Geometry as ORCA input:
```
! wB97M-V def2-TZVPD RIJCOSX def2/J DEFGRID3
* xyz -1 1
C -1.3994 0.1574 -1.0658
N 0.9969 -1.0871 0.7239
O 0.4523 1.5531 1.1289
O 1.8556 0.5959 -0.8191
S 0.6722 0.5298 0.0272
Cl -2.4314 0.0860 0.3273
H -1.3990 1.1900 -1.6535
H 0.3055 -1.3157 1.4006
H 0.9473 -1.7096 -0.0695
*
```

Here are the Löwdin charges for atoms 1 to 2, given in e:
1. C -0.69
2. N -0.15

***

#two
The following is a DFT calculation (wB97M-V/def2-TZVPD) of 2 unconnected molecules or ions with the total composition CH3ClNO2S.

The calculation puts the lowest unoccupied orbital energy at 3.400 eV.

Geometry as ORCA input:
```
! wB97M-V def2-TZVPD RIJCOSX def2/J DEFGRID3
* xyz -1 1
C 1.0752 0.1157 -0.3786
N -0.1959 -0.6820 0.9381
O -1.3460 1.2793 -0.3230
O -2.0212 -1.0129 -0.8734
S -1.7543 -0.1225 0.2537
Cl 2.6962 -0.0598 0.1442
H 0.9761 -0.3724 -1.3003
H 0.4910 0.9949 -0.3051
H 0.0788 -0.1403 1.8445
*
```

Here are the Löwdin charges for atoms 1 to 2, given in e:
1. C -0.58
2. N -0.28

***

Least stable of them? #one.